[1]
8
Properties=species:S:1:pos:R:3 method="wB97M-V/def2-TZVPD" lumo_energy_ev="-0.7148 / -1.1113" e_above_lowest_kj_mol=193.41 smiles="C=P1=PC1" homo_energy_ev="-8.31 / -7.94" e_tot_ha=-761.1812
P -0.36 -0.97 -0.49
H 1.19 -1.64 1.32
P -1.87 0.26 0.49
H 0.27 1.19 -0.53
H 1.49 0.07 1.05
H -0.91 1.09 -1.85
C 0.86 -0.79 0.79
C -0.67 0.79 -0.78

=====

[2]
8
Properties=species:S:1:pos:R:3 method="wB97M-V/def2-TZVPD" lumo_energy_ev="0.7570 / -0.7915" e_above_lowest_kj_mol=0.00 spin_multiplicity=3 homo_energy_ev="-7.85 / -8.69" e_tot_ha=-761.1842
H -0.03 1.67 -1.08
H -0.12 2.26 0.49
C 0.00 -1.21 -0.13
H 0.04 -2.00 0.75
P -1.40 0.00 0.06
P 1.39 0.00 0.06
C 0.04 1.23 -0.08
H 0.08 -1.88 -1.12

=====

[3]
9
Properties=species:S:1:pos:R:3 method="wB97M-V/def2-TZVPD" lumo_energy_ev="-1.2642 / -1.2649" e_above_lowest_kj_mol=355.78 homo_energy_ev="-7.86 / -7.89" e_tot_ha=-1159.3521
S 1.49 1.05 2.36
C -0.94 0.34 -1.15
C -0.41 -0.94 -0.77
H -0.55 -1.72 -1.51
H 0.55 -1.02 -0.35
H 0.63 -0.13 2.22
H -1.05 -1.49 0.11
P 1.60 2.13 0.67
P -1.33 1.79 -1.60

=====

[4]
7
Properties=species:S:1:pos:R:3 method="wB97M-V/def2-TZVPD" lumo_energy_ev="0.2728 / -1.2288" spin_multiplicity=3 homo_energy_ev="-6.72 / -9.90" e_tot_ha=-206.2378
H 1.83 0.18 0.12
C -0.60 0.17 -0.62
H 0.48 -1.06 0.82
Pd -1.30 -1.06 -1.43
H -1.12 1.14 -0.54
C 0.36 -0.04 0.40
H 0.35 0.66 1.26

=====

[5]
7
Properties=species:S:1:pos:R:3 method="wB97M-V/def2-TZVPD" lumo_energy_ev=0.9479 e_above_lowest_kj_mol=93.69 smiles=C1CS1 homo_energy_ev=-8.85 e_tot_ha=-476.7255
C 0.10 -0.61 -0.33
H -1.17 0.99 0.39
H 0.39 0.66 1.38
S 0.58 0.73 -1.28
C -0.24 0.74 0.45
H -0.66 -1.33 -0.68
H 1.00 -1.17 0.07

=====

[6]
8
Properties=species:S:1:pos:R:3 method="wB97M-V/def2-TZVPD" lumo_energy_ev=0.0762 e_above_lowest_kj_mol=221.69 homo_energy_ev=-8.37 e_tot_ha=-874.8757
H 0.85 0.33 0.13
H -0.25 0.69 -1.28
S -2.61 -0.97 -0.05
H -0.09 -1.02 -0.80
C -1.20 0.05 0.44
C 0.05 -0.03 -0.45
H -1.04 -0.30 1.92
S -2.56 1.09 0.01

=====

[7]
8
Properties=species:S:1:pos:R:3 method="wB97M-V/def2-TZVPD" lumo_energy_ev="-0.6286 / -0.6314" e_above_lowest_kj_mol=373.61 homo_energy_ev="-8.77 / -8.80" e_tot_ha=-874.8178
S 2.79 -1.07 0.02
S 2.73 1.02 0.10
H -0.51 0.73 0.20
C 1.40 -0.07 -0.19
C 0.10 -0.11 0.53
H 0.49 0.20 -2.02
H 0.23 -0.06 1.61
H -0.42 -1.03 0.27

=====

[8]
8
Properties=species:S:1:pos:R:3 method="wB97M-V/def2-TZVPD" lumo_energy_ev=-0.4127 e_above_lowest_kj_mol=370.63 homo_energy_ev=-8.86 e_tot_ha=-874.8190
H -0.47 0.90 1.42
H 1.11 -2.15 0.79
H -1.00 1.62 -0.13
H -0.85 0.03 -1.98
C -0.34 0.91 0.41
S 1.37 0.91 -0.14
S 0.12 -1.96 0.02
C 0.06 -0.27 -0.40

=====

[9]
95
Properties=species:S:1:pos:R:3 method="wB97M-V/def2-TZVPD" lumo_energy_ev=-0.1281 homo_energy_ev=-10.15 e_tot_ha=-3381.7265
H 5.94 7.54 1.41
O 1.63 6.04 1.07
H 4.42 1.97 2.43
H -9.02 -10.31 0.76
O 3.12 1.33 -3.85
H -5.24 -4.40 -4.69
H -0.62 -0.23 -0.89
H 1.18 3.17 -3.27
H -4.37 9.36 3.14
H -4.29 -3.71 -0.11
H -9.05 -11.79 1.15
O -6.84 -8.83 0.31
H 4.42 4.14 2.44
H -1.32 1.28 -3.05
S 2.12 1.64 0.73
H -2.89 -2.44 -1.61
H 7.54 -0.54 2.98
O -3.29 -3.28 -1.85
H -0.06 4.67 -5.58
H 5.79 6.06 1.75
H 4.60 3.33 -0.24
H 8.28 -2.25 0.31
H -4.13 -0.51 3.79
H -2.87 8.00 1.57
O -4.87 -0.96 0.61
O 2.04 3.06 0.61
H 3.40 0.96 -3.00
O -0.07 7.52 3.23
O 1.30 0.91 -0.23
O -5.16 8.84 3.34
H 1.07 6.36 0.35
H 3.85 1.90 -4.12
O 8.39 -0.78 2.60
O 0.44 3.86 -5.48
H -5.45 -4.66 0.15
F 1.58 1.25 2.15
H -1.43 -2.41 2.79
H -3.61 6.92 2.34
O 1.39 -2.26 -1.08
C 4.68 1.90 1.38
H 1.01 0.85 -3.12
H -3.43 -3.22 -2.80
H -7.02 -9.28 1.14
N 3.71 1.11 0.57
H 8.20 0.25 0.84
O 1.95 -2.75 -4.31
H 6.07 3.46 0.78
H 8.78 -2.46 -1.12
H -4.39 -7.84 0.84
O 8.51 -1.77 -0.50
H 8.61 -1.63 3.00
H -4.93 8.38 4.15
O -0.87 -3.18 2.98
H -2.41 2.35 -3.08
H 3.74 -0.45 4.44
H 2.01 -1.81 -4.07
H 1.21 -2.23 -2.02
H -1.01 7.28 3.21
O -5.18 -3.44 -4.69
H -4.15 -0.90 -0.04
H 2.65 0.62 4.42
O 6.45 6.74 1.55
H 0.52 0.09 -4.35
O 0.80 3.69 -2.56
H 1.72 -2.75 -5.24
H 5.62 1.34 1.34
O -1.35 -0.57 -1.41
O 3.53 0.42 4.07
H 1.45 -1.34 -0.80
H -0.11 3.38 -2.51
H 1.79 5.11 0.84
H -0.22 3.20 -5.23
O -3.46 -0.93 3.24
O -4.98 -3.91 0.54
O 4.38 4.35 1.50
H -0.91 -1.06 -2.11
O -7.01 -6.02 0.10
O -1.55 2.13 -3.46
O 7.55 0.76 0.35
H -6.03 -3.14 -4.34
H 7.55 0.35 -0.52
H -6.53 -9.53 -0.27
H 0.31 7.02 2.49
H -4.16 -6.85 1.97
C 4.99 3.28 0.78
H -1.50 -3.86 3.22
O 0.63 0.00 -3.39
Cl 3.81 -0.57 1.00
H -3.89 -1.01 2.37
H -7.87 -5.74 0.42
O -8.45 -11.08 0.91
H -5.16 -1.88 0.57
O -2.72 7.21 2.11
O -4.16 -7.80 1.77
H -7.05 -6.99 0.09

=====

[10]
31
Properties=species:S:1:pos:R:3 method="wB97M-V/def2-TZVPD" lumo_energy_ev="-0.1582 / 0.0489" spin_multiplicity=3 homo_energy_ev="-2.94 / -2.90" e_tot_ha=-8933.8729 charge=-1
Cl -0.66 -0.43 3.87
C -2.33 0.14 4.03
O 3.23 -3.08 -0.72
H -2.35 0.80 4.89
O 4.48 -1.31 1.12
F -1.20 2.11 1.26
F 2.69 1.13 -4.36
F 3.10 -1.41 -4.31
F -3.77 1.97 0.57
H -1.72 -0.69 0.91
H -2.76 0.43 3.07
F 0.69 -0.42 -4.58
C -1.09 -1.39 0.37
F 3.31 -0.02 -2.21
F -0.76 3.68 -0.42
H -0.79 -2.22 1.02
F -1.74 1.61 -1.05
As 2.10 -0.29 -3.47
O 2.13 -2.41 1.32
F -2.71 4.18 1.24
Ni 1.37 -2.42 -0.58
Y 0.51 1.59 -0.35
F -3.28 3.81 -1.19
F 1.39 -1.65 -2.59
O 0.01 -0.74 -0.26
H -1.61 -1.84 -0.49
As -2.38 2.92 0.05
Cl -3.35 -1.23 4.63
P 3.54 -2.47 0.62
F 1.11 0.83 -2.45
O 2.82 -1.19 0.07

=====

[11]
12
Properties=species:S:1:pos:R:3 method="wB97M-V/def2-TZVPD" lumo_energy_ev=0.1483 e_above_lowest_kj_mol=18.40 smiles="O=COCB(O)O" homo_energy_ev=-10.53 e_tot_ha=-405.0970
H 1.32 -1.03 0.04
O -0.09 -0.62 -1.44
H 1.60 0.36 -0.97
O -1.74 -2.08 -1.76
H -1.20 2.20 0.35
H 1.35 0.71 2.32
B 0.24 0.84 0.65
C -1.09 -1.42 -1.03
O -1.06 1.28 0.58
C 0.82 -0.17 -0.42
O 1.10 1.32 1.62
H -1.24 -1.39 0.07

=====

[12]
13
Properties=species:S:1:pos:R:3 method="wB97M-V/def2-TZVPD" lumo_energy_ev=3.0339 e_above_lowest_kj_mol=41.36 homo_energy_ev=-4.26 e_tot_ha=-3778.8297 charge=-1
H 0.84 -0.95 -0.61
O -0.86 2.52 0.14
Br -2.32 -2.10 -0.93
O 0.48 2.37 1.85
H 0.32 -1.60 -2.17
C 1.17 -1.18 -1.62
H -0.04 0.05 2.10
Cl 1.49 0.36 -2.40
H -1.75 0.51 1.98
C -0.80 0.49 1.45
Cl 2.57 -2.41 -1.35
H -0.73 0.01 0.47
N -0.37 1.93 1.09

=====

[13]
11
Properties=species:S:1:pos:R:3 method="wB97M-V/def2-TZVPD" lumo_energy_ev=-2.1880 e_above_lowest_kj_mol=374.43 homo_energy_ev=-8.56 e_tot_ha=-3863.1034
Br -2.30 1.78 -0.10
Cl -2.00 -0.02 2.71
C 0.68 -0.07 0.45
H 1.96 0.28 -1.36
H 0.77 -1.06 0.63
C 0.91 0.31 -1.01
Cl -1.20 -3.08 -0.46
H 0.20 -0.06 -1.78
H 1.40 0.32 1.23
H 0.70 1.40 -1.25
Si -1.13 0.21 0.95

=====

[14]
10
Properties=species:S:1:pos:R:3 method="wB97M-V/def2-TZVPD" lumo_energy_ev=0.7076 e_above_lowest_kj_mol=158.86 homo_energy_ev=-9.77 e_tot_ha=-3168.1151
H -1.89 0.25 -1.05
C 1.03 -0.44 0.38
H -1.18 -1.28 -0.88
H 1.79 0.22 0.71
Cl -1.03 0.96 1.71
N -1.35 -0.36 -0.45
C -0.33 0.44 0.18
H 1.31 -0.38 -0.69
Br 0.19 2.03 -0.80
H 1.47 -1.44 0.89

=====

[15]
10
Properties=species:S:1:pos:R:3 method="wB97M-V/def2-TZVPD" lumo_energy_ev=-1.2612 e_above_lowest_kj_mol=404.13 homo_energy_ev=-8.76 e_tot_ha=-3168.0217
H -1.25 0.41 -0.48
H 0.68 0.69 1.07
C -0.60 -1.60 0.81
Cl -1.26 -2.44 2.05
H 1.54 0.66 -0.38
N -0.49 1.01 -0.83
H 0.96 2.10 0.13
Br -0.02 -2.66 -0.65
C 0.65 1.12 0.00
H -0.21 0.71 -1.72

=====

[16]
11
Properties=species:S:1:pos:R:3 method="wB97M-V/def2-TZVPD" lumo_energy_ev="-5.2978 / -8.3790" e_above_lowest_kj_mol=61.87 spin_multiplicity=3 homo_energy_ev="-12.92 / -15.56" e_tot_ha=-2817.0011 charge=+1
H 2.01 0.43 0.24
C 1.14 0.36 -0.53
H 1.28 -1.61 0.25
H 0.10 -1.20 -0.83
N 0.60 -0.92 -0.01
H -1.33 -0.01 1.91
C -1.56 0.26 0.80
N -0.85 1.13 0.16
Br -2.98 -0.43 -0.06
N 0.20 1.40 -0.30
H 1.40 0.59 -1.63

=====

[17]
9
Properties=species:S:1:pos:R:3 method="wB97M-V/def2-TZVPD" lumo_energy_ev="-1.0992 / -1.0990" e_above_lowest_kj_mol=384.23 homo_energy_ev="-9.01 / -9.01" e_tot_ha=-2728.2998
C -0.50 0.23 0.33
H -0.27 1.65 -1.10
H 0.94 -1.98 1.02
H 0.61 0.09 -1.36
H -0.22 -0.06 1.28
H 1.26 1.29 -0.01
C 0.38 0.93 -0.52
O 0.07 -2.03 0.63
Br -2.27 -0.13 -0.28

=====

[18]
10
Properties=species:S:1:pos:R:3 method="wB97M-V/def2-TZVPD" lumo_energy_ev=0.7403 e_above_lowest_kj_mol=47.52 smiles=NCC(Cl)Cl homo_energy_ev=-10.06 e_tot_ha=-1054.3149
N 1.00 -0.64 -0.96
C 0.29 -0.57 0.34
H -1.27 0.54 1.21
H -0.35 -1.38 0.72
H 0.68 0.18 -1.50
H 0.60 -1.39 -1.51
C -0.55 0.67 0.46
Cl 0.36 2.12 0.98
H 1.04 -0.65 1.06
Cl -1.79 1.11 -0.79

=====

[19]
12
Properties=species:S:1:pos:R:3 method="wB97M-V/def2-TZVPD" lumo_energy_ev=-5.1666 e_above_lowest_kj_mol=50.46 homo_energy_ev=-14.30 e_tot_ha=-2199.0422 charge=+1
P -0.90 -2.16 -0.44
Cl -0.73 -3.08 1.36
S -1.80 -0.35 -0.61
H -0.27 1.69 1.45
H 2.03 1.81 -0.54
H -0.57 0.55 -0.04
C 0.47 1.38 0.72
Cl 0.92 -2.35 -1.27
H 0.89 0.29 1.10
H 0.85 3.23 -0.01
Cl -2.12 -3.22 -1.67
C 1.22 2.22 -0.04

=====

[20]
10
Properties=species:S:1:pos:R:3 method="wB97M-V/def2-TZVPD" lumo_energy_ev=0.9347 e_above_lowest_kj_mol=72.98 smiles=NC[C@@H](F)Cl homo_energy_ev=-10.04 e_tot_ha=-693.9822
F -0.99 -0.28 1.57
H -1.95 -0.36 -1.06
H -0.66 1.28 0.63
N -0.29 0.44 -1.97
H -0.48 -1.39 -0.93
Cl 1.36 -0.08 0.47
C -0.92 -0.36 -0.91
H -1.09 0.74 -2.60
C -0.45 0.24 0.42
H 0.09 1.23 -1.34